Entry 1:
{"formula": "C3H14N2Si3", "method": "the ωB97M-V functional and the def2-TZVPD basis", "homo_lumo_gap_ev": 7.6, "de_lowest_ev": 2.6215, "lumo_energy_ev": -0.625, "elements": ["C", "C", "C", "N", "N", "Si", "Si", "Si", "H", "H", "H", "H", "H", "H", "H", "H", "H", "H", "H", "H", "H", "H"], "positions_angstrom": [[1.8677, 1.4869, 1.2054], [-0.5282, 1.6400, 1.9269], [0.4019, 1.6352, 0.7327], [-0.7454, -2.3218, -2.1588], [-0.4686, -1.2528, 0.2259], [-1.4348, -2.3760, -0.6579], [1.0323, -0.5073, -2.3085], [-0.2058, 0.3128, -0.5197], [1.8460, 2.2922, 1.9777], [2.1237, 0.3555, 1.5560], [2.6765, 1.6522, 0.4407], [-0.6419, 0.6247, 2.2952], [-1.5914, 1.6864, 1.5870], [-0.2398, 2.3425, 2.7328], [0.3954, 2.6419, 0.3445], [-1.2153, -2.8610, -2.8519], [-0.5703, -1.1868, 1.2427], [-2.9508, -2.1918, -0.7661], [-1.5613, -3.7925, -0.1957], [2.3598, -1.1331, -2.3395], [1.0156, -0.0621, -3.7745], [-1.5655, 1.0150, -0.6949]], "nbo_charge": [-0.6172, -0.6200, -0.6410, -1.4458, -1.5132, 1.5409, 0.7898, 1.1412, 0.2130, 0.2052, 0.2112, 0.1941, 0.2261, 0.2232, 0.2282, 0.3829, 0.4173, -0.2535, -0.2347, -0.1463, -0.1437, -0.1575]}

=====

Entry 2:
{"formula": "HNO2", "method": "the ωB97M-V functional and the def2-TZVPD basis", "multiplicity": 3, "homo_lumo_gap_ev": [8.6, 6.5], "lumo_energy_ev": [0.941, -4.184], "elements": ["N", "O", "O", "H"], "positions_angstrom": [[-0.0068, 0.0000, 0.0001], [-0.5260, -1.0801, -0.0001], [-0.5260, 1.0801, -0.0001], [1.0588, 0.0000, 0.0000]], "mulliken_spin": [0.4891, 0.6844, 0.6844, 0.1421]}

=====

Entry 3:
{"formula": "C21H90N2O28P2S2", "method": "the ωB97M-V functional and the def2-TZVPD basis", "homo_lumo_gap_ev": 7.9, "lumo_energy_ev": -0.071, "elements": ["C", "C", "C", "C", "C", "C", "S", "O", "C", "C", "C", "C", "S", "O", "O", "O", "C", "N", "C", "C", "N", "C", "C", "O", "C", "C", "C", "P", "C", "C", "C", "P", "O", "O", "H", "H", "H", "H", "H", "H", "H", "H", "H", "H", "H", "H", "H", "H", "H", "H", "H", "H", "H", "H", "H", "H", "H", "H", "H", "H", "H", "H", "H", "H", "H", "H", "H", "H", "H", "H", "H", "H", "H", "H", "H", "H", "H", "H", "H", "H", "H", "H", "O", "H", "H", "O", "H", "H", "O", "H", "H", "O", "H", "H", "O", "H", "H", "O", "H", "H", "O", "H", "H", "O", "H", "H", "O", "H", "H", "O", "H", "H", "O", "H", "H", "O", "H", "H", "O", "H", "H", "O", "H", "H", "O", "H", "H", "O", "H", "H", "O", "H", "H", "O", "H", "H", "O", "H", "H", "O", "H", "H", "O", "H", "H"], "positions_angstrom": [[5.1269, -4.3372, -0.3560], [3.8526, -3.5865, 0.0415], [3.5258, -2.5071, -1.0013], [2.2884, -1.6509, -0.6524], [2.6709, -0.3840, 0.1417], [1.4382, -1.4198, -1.9313], [0.7556, -3.0359, -2.5029], [0.4484, -0.4113, -1.8802], [-0.6507, -0.5379, -0.9687], [-1.8430, -1.0168, -1.7988], [-3.0575, -1.5344, -1.0223], [-2.8267, -2.9690, -0.5071], [-3.5406, -3.3145, 1.0858], [-4.0782, -4.6522, 1.0291], [-4.4074, -2.2425, 1.5000], [-2.2895, -3.3607, 2.0687], [-0.9574, 0.8305, -0.2103], [-2.3068, 1.2701, -0.4843], [-3.2248, 1.6286, 0.5827], [-4.5322, 2.1668, -0.0018], [-0.7154, 0.7782, 1.2133], [-1.2341, -0.3645, 1.9588], [-1.9627, 0.0349, 3.2562], [-0.0599, 1.7655, -0.7750], [-0.1567, 3.0892, -0.2508], [-0.3261, 4.1025, -1.4053], [0.1447, 3.5539, -2.7535], [1.2966, 3.3834, 0.8806], [0.7255, 4.9267, 1.7019], [2.6283, 4.0540, -0.2154], [4.0272, 3.7993, 0.3928], [2.5045, -0.9052, -3.4034], [1.2892, -0.4411, -4.3909], [3.0417, 0.5498, -2.8422], [5.9570, -3.6333, -0.5010], [5.4366, -5.0630, 0.4009], [4.9933, -4.8406, -1.3152], [3.9514, -3.1342, 1.0339], [3.0205, -4.3046, 0.0279], [4.4037, -1.8602, -1.1432], [3.3869, -3.0286, -1.9574], [1.6847, -2.2568, 0.0425], [2.2446, -0.4378, 1.1450], [3.7569, -0.3489, 0.2860], [2.3809, 0.5507, -0.3308], [1.1133, -3.7501, -1.4303], [-0.3796, -1.3151, -0.2448], [-2.1423, -0.2197, -2.4892], [-1.4855, -1.8396, -2.4287], [-3.8976, -1.5848, -1.7245], [-3.3731, -0.8594, -0.2277], [-3.2986, -3.7194, -1.1454], [-1.7584, -3.2007, -0.4196], [-2.3802, -2.6367, 2.6990], [-2.3069, 1.9365, -1.2414], [-3.4632, 0.7240, 1.1608], [-2.8035, 2.3424, 1.3044], [-4.4060, 3.2022, -0.3275], [-5.3218, 2.0971, 0.7495], [-4.8408, 1.5415, -0.8439], [0.2739, 0.9060, 1.3742], [-0.3936, -1.0274, 2.2189], [-1.9028, -0.9432, 1.3124], [-1.7203, 1.0789, 3.4800], [-3.0507, -0.0323, 3.1580], [-1.6393, -0.5567, 4.1158], [-1.0261, 3.2107, 0.4034], [-1.3969, 4.3236, -1.5165], [0.1869, 5.0381, -1.1741], [1.1260, 3.0889, -2.6547], [-0.5384, 2.7782, -3.1181], [0.2267, 4.3472, -3.4993], [0.2595, 4.7003, 2.6624], [1.6002, 5.5647, 1.8469], [0.0171, 5.4595, 1.0572], [2.5584, 3.6581, -1.2305], [2.4668, 5.1363, -0.3001], [4.7395, 3.5036, -0.3809], [3.9932, 3.0231, 1.1616], [4.4130, 4.7110, 0.8595], [0.7157, 0.2009, -3.9563], [2.3385, 1.0126, -2.3603], [-7.3505, 1.2311, 1.2533], [-8.0074, 1.1806, 0.5528], [-7.4479, 0.4108, 1.7449], [-2.0389, -7.0609, 0.3180], [-2.3983, -7.8491, 0.7448], [-2.5829, -6.3560, 0.6845], [3.4069, 3.2437, -4.0024], [2.5765, 3.2466, -4.4905], [3.4734, 2.3408, -3.6543], [-5.2343, -7.1304, 2.6992], [-5.0436, -6.2639, 2.3203], [-4.7234, -7.7482, 2.1636], [-4.2081, 4.8640, 1.5869], [-4.4941, 4.0545, 2.0224], [-4.7744, 5.5338, 1.9763], [5.2594, -4.0260, -3.4433], [4.9420, -3.2480, -3.9130], [5.1853, -4.7517, -4.0764], [0.1782, 7.0311, -2.9861], [1.0179, 6.8375, -3.4140], [-0.3735, 7.3904, -3.6859], [2.9253, 6.8920, 3.1341], [3.1119, 7.2054, 4.0249], [2.4689, 7.6417, 2.7310], [4.8002, -6.9372, -3.7945], [3.8873, -7.0695, -3.5264], [5.2500, -7.7430, -3.5165], [2.8542, -2.1039, 3.1359], [2.8097, -3.0506, 3.2911], [2.8338, -1.7338, 4.0241], [4.3891, 8.6649, 5.2500], [4.8194, 9.3021, 5.8250], [5.0817, 8.3523, 4.6596], [6.3061, -9.8321, -3.0624], [6.4238, -10.7568, -2.8314], [6.9203, -9.6846, -3.7876], [-6.8427, 1.5981, -2.4456], [-6.6800, 2.3734, -2.9896], [-6.2501, 0.9281, -2.7966], [-5.1832, 3.9972, 4.2150], [-4.5159, 4.4533, 4.7377], [-6.0152, 4.1756, 4.6662], [1.1860, -2.6580, 5.4781], [0.4526, -2.5938, 4.8614], [1.1368, -3.5481, 5.8381], [3.7778, 2.0296, -6.8216], [3.8371, 1.0836, -6.6661], [3.8983, 2.4282, -5.9498], [-5.5194, 2.1868, 6.5902], [-5.3161, 1.2848, 6.8481], [-4.9373, 2.3803, 5.8473], [-0.3710, 0.9508, -6.4253], [0.0788, 0.1021, -6.3574], [0.1640, 1.4610, -7.0394], [1.0117, 9.0190, 3.2899], [1.0799, 9.8184, 3.8182], [0.0817, 8.9472, 3.0587], [0.4932, -8.7850, 0.0364], [-0.1595, -8.1212, 0.2887], [0.4475, -8.8034, -0.9221], [-3.0728, -9.0532, 2.3490], [-3.1964, -9.9359, 2.7085], [-2.9183, -8.4960, 3.1207]], "mulliken_charge": [-1.2306, 0.0459, -1.5783, 0.3615, -0.6725, 1.0342, -0.3682, -0.0795, -0.2705, -1.3961, -0.1133, -0.5845, 1.3112, -0.6555, -0.6650, -0.4941, -1.0244, 0.6272, 0.8635, -2.0009, 0.3602, 0.9445, -1.9348, -0.1815, 0.9793, -0.8717, -0.9252, 0.0844, -1.2423, 0.2288, -1.4068, -0.2725, -0.4072, -0.4962, 0.3086, 0.4051, 0.1769, 0.1103, 0.2815, 0.5496, 0.4978, 0.5017, -0.0992, 0.6340, -0.5864, 0.1415, 0.1539, 0.4251, 0.4607, 0.4946, -0.1197, 0.5826, -0.1084, 0.3755, 0.4828, -0.5763, 0.2865, 0.3940, 0.4034, 0.4727, 0.2477, 0.5547, -0.9390, 0.4601, 0.3757, 0.4434, -0.1649, 0.4144, 0.4133, -0.2479, 0.2733, 0.5164, 0.3933, 0.2179, 0.4563, -0.2395, 0.5777, 0.3652, 0.3462, 0.2949, 0.3031, 0.3172, -0.6080, 0.2932, 0.3003, -0.6354, 0.3901, 0.2581, -0.7429, 0.3493, 0.3930, -0.6707, 0.3861, 0.3333, -0.5720, 0.3130, 0.2736, -0.5704, 0.2688, 0.2816, -0.6047, 0.3047, 0.2998, -0.5903, 0.2706, 0.3406, -0.6072, 0.2986, 0.3091, -0.5580, 0.2911, 0.2585, -0.6169, 0.2878, 0.3172, -0.6307, 0.3068, 0.3158, -0.6349, 0.3117, 0.3028, -0.6483, 0.3197, 0.3089, -0.6127, 0.3026, 0.3165, -0.6423, 0.3062, 0.3743, -0.6182, 0.3053, 0.3322, -0.6253, 0.3090, 0.3076, -0.5997, 0.2881, 0.2922, -0.6318, 0.3443, 0.2999, -0.6611, 0.2813, 0.3412]}

=====

Entry 4:
{"formula": "C28H25Cl5InNO", "method": "the ωB97M-V functional and the def2-TZVPD basis", "homo_lumo_gap_ev": 7.7, "lumo_energy_ev": 0.136, "elements": ["C", "C", "C", "H", "C", "C", "H", "C", "C", "C", "H", "C", "C", "H", "H", "H", "H", "H", "H", "In", "C", "C", "C", "H", "H", "H", "H", "H", "H", "C", "C", "H", "H", "O", "N", "C", "H", "C", "C", "H", "C", "H", "C", "H", "C", "H", "C", "H", "H", "H", "Cl", "C", "C", "C", "Cl", "C", "Cl", "C", "Cl", "C", "Cl"], "positions_angstrom": [[2.3515, 0.0379, 1.5439], [2.6959, -0.5228, 0.3050], [2.3673, 0.3820, -0.7230], [3.1752, -1.4901, 0.1548], [1.8182, 1.5489, -0.1428], [1.8098, 1.3520, 1.2995], [1.6294, 2.4974, -0.6464], [-1.1435, -1.6969, 1.4105], [-0.2522, -2.5946, 0.7749], [-0.4943, -2.5617, -0.6091], [0.4722, -3.2287, 1.2801], [-1.5572, -1.6850, -0.8869], [-1.9533, -1.0830, 0.3643], [2.5758, 0.2527, -1.7827], [1.6862, 2.1425, 2.0349], [2.5620, -0.3738, 2.5301], [-2.8991, -0.5677, 0.5176], [0.0179, -3.1647, -1.3550], [-1.3452, -1.6128, 2.4765], [-0.2950, 0.5486, 0.7419], [-2.3259, -1.5567, -2.1731], [-3.7044, -2.1871, -1.9570], [-1.6185, -2.2770, -3.3157], [-3.6063, -3.2284, -1.6406], [-4.2894, -2.1784, -2.8844], [-4.2841, -1.6577, -1.1905], [-1.5611, -3.3496, -3.1019], [-0.6048, -1.8996, -3.4594], [-2.1761, -2.1503, -4.2457], [-2.5514, -0.0685, -2.5430], [-1.2973, 0.7136, -2.8892], [-3.0635, 0.4687, -1.7411], [-3.2126, -0.0229, -3.4222], [-0.2862, 0.7300, -2.1764], [-1.2933, 1.4417, -4.0280], [-0.2784, 2.5081, -4.1749], [-2.1497, 1.5502, -4.5635], [1.1119, 1.9602, -4.4100], [2.2274, 2.6160, -3.8799], [2.0731, 3.5243, -3.2825], [3.5068, 2.1167, -4.1373], [4.3699, 2.6306, -3.7195], [3.6731, 0.9640, -4.9120], [4.6744, 0.5832, -5.1168], [2.5529, 0.3239, -5.4465], [2.6605, -0.5716, -6.0528], [1.2684, 0.8157, -5.1939], [0.3771, 0.3323, -5.6099], [-0.2808, 3.1240, -3.2658], [-0.5931, 3.1398, -5.0207], [-0.4095, 0.6788, 3.8013], [-1.5093, 1.8587, 3.1184], [-1.5441, 2.0150, 1.7459], [-2.3544, 2.9738, 1.1524], [-2.3120, 3.1735, -0.5639], [-3.1961, 3.7682, 1.9565], [-4.2255, 4.9231, 1.2351], [-3.1869, 3.5877, 3.3620], [-4.2115, 4.5254, 4.3523], [-2.3305, 2.6274, 3.9481], [-2.2931, 2.3945, 5.6457]], "nbo_charge": [-0.3079, -0.2957, -0.2606, 0.2204, -0.3886, -0.4715, 0.2431, -0.3847, -0.2682, -0.3103, 0.2236, 0.0409, -0.5355, 0.2323, 0.2524, 0.2276, 0.2477, 0.2183, 0.2483, 1.6287, -0.0681, -0.5983, -0.6166, 0.2212, 0.2019, 0.2075, 0.2198, 0.2229, 0.2040, -0.4873, 0.7041, 0.2412, 0.2059, -0.6463, -0.6145, -0.2430, 0.4018, 0.0765, -0.2467, 0.2123, -0.1988, 0.2175, -0.2245, 0.2175, -0.1993, 0.2138, -0.2494, 0.2166, 0.2077, 0.2126, 0.0631, -0.0571, -0.5025, -0.0619, 0.0394, -0.0861, 0.0656, -0.0873, 0.0745, -0.0851, 0.0649]}

=====

Entry 5:
{"formula": "C3H5N3O", "method": "the ωB97M-V functional and the def2-TZVPD basis", "smiles": "Nc1nc(O)c[nH]1", "homo_lumo_gap_ev": 8.9, "de_lowest_ev": 0.6963, "lumo_energy_ev": 0.846, "elements": ["N", "C", "N", "C", "O", "C", "N", "H", "H", "H", "H", "H"], "positions_angstrom": [[-0.2526, -1.1974, 1.9252], [-0.1312, -0.4471, 0.7516], [-1.0651, 0.2874, 0.1980], [-0.4807, 0.8032, -0.9301], [-1.1686, 1.6824, -1.7169], [0.8134, 0.3863, -1.0634], [1.0204, -0.4420, 0.0322], [-1.2134, -1.1532, 2.2450], [0.3479, -0.8493, 2.6650], [-1.3209, 1.2715, -2.5758], [1.5859, 0.6023, -1.7873], [1.8649, -0.9442, 0.2565]], "nbo_charge": [-0.8271, 0.4982, -0.5150, 0.3766, -0.6818, -0.2011, -0.5355, 0.3924, 0.3754, 0.4827, 0.2185, 0.4168]}

=====

Calculated total energy in order - -1100.624546; -205.571245; -4549.437627; -3703.009045; -356.831787 Ha